[1]
ORCA calculation (ωB97M-V/def2-TZVPD) on 2 unconnected molecules or ions with the total composition C30H26N4O3.

The energy above the lowest of the compared OMol25 structures with the same formula, charge and spin is 0.0 kcal/mol. The calculation puts the electronic energy at -1603.40958 Eh. The HOMO-LUMO gap is 4.25 eV.

Structure (ORCA input):
```
! wB97M-V def2-TZVPD RIJCOSX def2/J DEFGRID3
* xyz 0 1
O -0.19 -0.74 -0.18
O -1.06 -2.02 2.91
O -4.04 -0.45 -0.23
N -2.29 -0.01 1.64
N 2.03 3.42 -2.25
N -1.17 1.80 2.12
N 4.27 -0.33 -3.21
C -3.96 -2.90 0.05
C 2.04 0.92 -2.88
C -0.14 2.80 2.25
C 0.04 0.00 0.81
C 6.06 2.49 1.31
C 1.37 0.40 1.23
C -1.94 -2.41 1.96
C -4.99 -0.55 -1.31
C -0.31 1.15 -3.66
C -1.43 0.62 -4.29
C -2.50 2.02 2.47
C -3.59 -1.58 0.36
C 3.26 0.25 -3.06
C 2.05 2.28 -2.52
C 5.93 1.80 0.10
C 5.04 2.42 2.27
C -2.60 -1.37 1.31
C 2.41 0.49 0.37
C -1.05 0.54 1.61
C 0.84 0.35 -3.47
C -1.45 -0.72 -4.70
C 4.78 1.09 -0.16
C -3.30 -3.95 0.69
C -0.43 -3.03 3.72
C -3.19 0.91 2.16
C 3.88 1.71 1.99
C 0.83 -1.00 -3.91
C -0.31 -1.52 -4.51
C 3.69 1.07 0.74
C -2.27 -3.73 1.61
H 1.45 0.62 2.30
H -2.29 1.26 -4.48
H 6.95 3.10 1.51
H -5.21 0.49 -1.58
H -0.62 3.79 2.33
H -1.17 -3.59 4.31
H 0.15 -3.72 3.10
H 0.52 2.81 1.37
H -4.74 -3.09 -0.68
H -5.90 -1.06 -0.99
H 4.69 0.54 -1.10
H 5.14 2.93 3.23
H -3.58 -4.98 0.47
H 3.10 1.65 2.75
H -0.31 -2.56 -4.84
H 2.31 0.13 -0.65
H 0.46 2.65 3.16
H 1.73 -1.61 -3.79
H -1.73 -4.56 2.08
H 0.23 -2.47 4.38
H -4.54 -1.07 -2.17
H 6.72 1.85 -0.64
H -4.23 0.69 2.27
H -2.83 2.96 2.88
H -2.34 -1.14 -5.17
H -0.29 2.20 -3.37
*
```

---

[2]
ORCA calculation (ωB97M-V/def2-TZVPD) on a gas-phase ion, C30H26NO2 (charge +1).

The energy above the lowest of the compared OMol25 structures with the same formula, charge and spin is 56.7 kcal/mol. The calculation puts the electronic energy at -1363.68913 Eh. The HOMO-LUMO gap is 5.76 eV.

Structure (ORCA input):
```
! wB97M-V def2-TZVPD RIJCOSX def2/J DEFGRID3
* xyz 1 1
O -4.82 4.02 2.36
O 1.71 3.11 -4.35
N 1.34 -2.00 0.50
C -2.54 3.75 1.57
C -3.79 3.23 1.95
C -3.21 0.99 1.32
C 0.15 -5.34 1.22
C -1.88 -4.03 0.83
C -1.73 2.90 0.84
C -1.13 0.75 -0.16
C -1.11 -2.90 0.50
C 0.03 0.16 0.96
C 2.61 -2.74 0.64
C 2.82 1.23 -3.20
C -4.91 5.34 1.76
C 0.87 -4.19 0.97
C 3.91 -2.32 0.71
C -2.12 1.58 0.63
C -1.24 -5.24 1.28
C 0.88 2.52 -3.45
C -0.55 1.39 -1.39
C -0.32 3.15 -3.08
C 0.26 -2.95 0.67
C 1.40 1.37 -2.80
C 4.55 -4.58 1.32
C 3.25 -5.00 1.34
C 0.62 0.78 -1.82
C 2.30 -4.08 0.96
C 1.21 -0.65 0.69
C 2.96 2.19 -4.38
C -4.00 1.84 2.07
C 4.90 -3.27 0.96
C -1.08 2.54 -2.09
H 3.10 0.20 -3.45
H -3.45 -0.08 1.22
H -1.84 -6.09 1.63
H 5.95 -3.00 0.92
H -4.70 5.32 0.68
H 2.89 -6.00 1.64
H 4.18 -1.25 0.59
H 2.95 1.65 -5.33
H -4.83 1.46 2.64
H -2.06 2.96 -1.82
H 5.31 -5.29 1.58
H 0.54 1.19 1.08
H -0.60 -0.17 1.93
H 3.84 2.84 -4.32
H 0.69 -6.30 1.33
H -4.22 6.03 2.27
H -5.94 5.68 1.93
H 3.46 1.57 -2.37
H -0.81 3.31 0.43
H -0.61 4.09 -3.55
H 0.97 -0.11 -1.32
H -1.57 -0.25 -0.40
H -2.99 -4.00 0.75
H 2.23 -0.16 0.74
H -2.26 4.77 1.75
H -1.55 -1.93 0.12
*
```

---

[3]
ORCA calculation (ωB97M-V/def2-TZVPD) on a molecular structure, C30H27BBrIrN9O9S2.

The calculation puts the electronic energy at -5829.15994 Eh. The HOMO-LUMO gap is 4.89 eV.

Structure (ORCA input):
```
! wB97M-V def2-TZVPD RIJCOSX def2/J DEFGRID3
* xyz -1 1
Ir -0.06 -0.88 0.12
Br 7.15 -0.50 -4.28
S -0.39 -2.31 -1.95
S -2.21 -1.71 -2.98
O 1.78 -1.32 -0.82
O 6.39 -0.63 3.14
O -2.66 -0.45 -2.42
O 5.09 0.29 4.82
O -1.67 -1.62 -4.31
O 1.65 -3.74 2.51
O 0.26 -2.54 1.23
O 3.21 0.45 -0.75
O -3.10 -2.83 -2.73
N -3.48 3.52 0.89
N -0.45 0.74 -1.07
N -3.55 2.27 0.36
N -2.08 -1.21 0.22
N -2.93 -0.17 0.40
N -1.47 1.56 -0.72
N -1.60 1.35 1.76
N 1.68 -0.39 1.49
N -0.85 0.26 2.07
C 3.36 -2.64 -2.62
C -2.80 -2.36 0.27
C 1.07 0.56 -3.12
C 2.86 -0.65 -1.13
C -4.56 5.70 0.60
C -0.92 1.61 3.84
C 3.39 -1.51 2.69
C -4.13 -2.02 0.50
C 3.72 -1.38 -2.14
C 4.86 -0.74 -2.62
C -4.41 4.24 0.30
C 5.36 -0.20 3.70
C 4.14 -3.25 -3.59
C 0.30 -0.64 4.12
C -4.16 -0.64 0.58
C 2.34 0.77 1.55
C -0.44 0.40 3.34
C -4.53 2.23 -0.59
C -1.65 2.49 -1.66
C 5.27 -2.62 -4.09
C 0.00 1.16 -2.28
C -2.27 -3.74 0.13
C 5.61 -1.37 -3.59
C 3.53 0.86 2.24
C 1.34 -2.73 1.93
C -0.73 2.29 -2.66
C 2.19 -1.50 2.03
C 4.07 -0.29 2.82
C -5.11 3.46 -0.65
C -1.65 2.18 2.81
B -2.41 1.28 0.47
H -2.53 -4.12 -0.86
H 3.75 -2.44 3.10
H -0.76 2.01 4.83
H 5.87 -3.09 -4.85
H -5.93 3.77 -1.29
H 3.86 -4.23 -3.97
H -4.69 1.34 -1.19
H -2.20 3.10 2.74
H 1.36 -0.40 4.22
H -5.59 5.95 0.87
H 4.03 1.81 2.32
H -0.12 -0.69 5.12
H 2.47 -3.11 -2.23
H -4.99 0.02 0.77
H 2.05 0.90 -2.78
H 5.12 0.23 -2.24
H -3.90 5.97 1.43
H -0.62 2.85 -3.57
H 0.93 0.87 -4.15
H 1.05 -0.52 -3.08
H -4.95 -2.71 0.58
H 0.19 -1.61 3.65
H -2.74 -4.38 0.88
H 1.88 1.63 1.09
H -4.28 6.30 -0.27
H -1.20 -3.78 0.26
H -2.41 3.25 -1.57
*
```

---

[4]
ORCA calculation (ωB97M-V/def2-TZVPD) on a molecular structure, C30H27BF6GeLaN7O6S2.

The energy above the lowest of the compared OMol25 structures with the same formula, charge and spin is 0.0 kcal/mol. The calculation puts the electronic energy at -5523.20807 Eh. The HOMO-LUMO gap is 6.35 eV.

Structure (ORCA input):
```
! wB97M-V def2-TZVPD RIJCOSX def2/J DEFGRID3
* xyz 0 1
La -0.33 0.05 -0.95
Ge 4.83 0.26 -1.71
S -0.40 1.17 -4.39
S -1.60 2.95 -2.60
F 0.07 4.88 -2.00
F -1.23 -1.16 -5.18
F -2.29 -0.41 -3.46
F -0.44 3.56 -0.35
F -2.68 0.42 -5.42
F 0.96 2.91 -1.88
O -1.98 1.75 -1.82
O 0.33 0.61 -3.23
O -1.36 -3.35 -1.71
O -2.50 4.04 -2.65
O 0.26 1.22 -5.64
O 0.84 -3.35 -1.08
N 1.30 0.90 0.63
N -1.30 1.01 1.31
N -3.39 2.40 7.91
N -2.91 -0.67 -0.20
N -5.65 -0.17 -0.20
N -1.07 2.55 -4.03
N 3.26 1.46 2.52
C -0.82 1.79 3.50
C -3.82 2.34 5.56
C 3.01 0.17 -0.97
C -2.18 1.92 7.66
C 1.00 1.58 1.77
C -4.19 2.60 6.87
C -1.71 1.63 6.38
C -5.10 -1.04 -1.03
C -0.43 1.51 2.19
C -0.84 -6.99 -1.93
C -3.01 1.02 2.98
C 2.68 1.10 0.20
C 0.43 -4.64 -1.32
C -1.74 -0.07 -4.63
C 1.16 -5.81 -1.22
C -0.89 -4.64 -1.71
C 5.28 2.14 -1.92
C -2.55 1.84 5.30
C -0.14 3.62 -1.65
C 0.50 -6.99 -1.53
C -3.73 -1.28 -1.05
C 1.98 2.04 2.60
C -1.57 -5.80 -2.02
C -2.12 1.56 3.91
C -4.83 0.43 0.66
C -2.57 0.79 1.70
C 3.55 0.90 1.41
C 4.78 -0.63 -3.44
C 6.12 -0.63 -0.56
C -3.47 0.17 0.68
B -0.28 -2.52 -1.33
H 4.43 0.26 1.38
H 2.82 -0.87 -0.67
H -2.60 -5.79 -2.32
H 1.03 -7.93 -1.47
H -5.26 1.15 1.34
H -0.71 1.22 6.26
H -0.09 2.16 4.21
H 4.06 -0.14 -4.11
H -1.33 -7.93 -2.16
H 2.82 2.15 -0.11
H -5.18 3.00 7.08
H 2.20 -5.79 -0.92
H 4.48 -1.67 -3.33
H 5.41 2.62 -0.94
H -5.75 -1.56 -1.72
H 6.21 2.25 -2.48
H -4.52 2.55 4.75
H 6.99 -0.94 -1.15
H -4.02 0.75 3.27
H -3.29 -1.99 -1.74
H 2.38 0.40 -1.84
H 5.76 -0.60 -3.92
H 1.78 2.63 3.48
H -1.54 1.75 8.52
H 5.69 -1.52 -0.10
H 6.48 0.03 0.23
H 4.49 2.68 -2.45
*
```

---

Number 1: HOMO energy -5.7 eV. Number 2: HOMO energy -10.5 eV. Number 3: HOMO energy -5.8 eV. Number 4: HOMO energy -7.5 eV.